1.
ORCA calculation (the ωB97M-V functional and the def2-TZVPD basis) on a structure of composition C9H12Cl16F3NaO3S at a distorted geometry.

Properties
Total energy, hartree: -8797.6865
HOMO, eV: -8.28
LUMO level, Eh: -0.0302

Geometry (Å):
1 Na 0.197 0.674 -2.900
2 C 1.748 -0.854 -0.206
3 F 1.871 -2.018 0.335
4 F 2.252 -0.040 0.698
5 F 2.485 -0.834 -1.286
6 S -0.092 -0.370 -0.671
7 O -0.582 -1.378 -1.627
8 O -0.803 -0.252 0.614
9 O 0.091 0.897 -1.324
10 Cl 0.149 1.051 3.562
11 C 0.736 2.350 2.522
12 C 1.482 1.828 1.256
13 Cl 2.117 3.144 0.295
14 H 1.333 3.000 3.162
15 H -0.133 2.898 2.157
16 H 0.890 1.210 0.581
17 H 2.394 1.286 1.506
18 Cl -2.052 -2.482 2.764
19 C -2.542 -0.785 2.391
20 C -3.033 -0.653 0.965
21 Cl -4.616 -1.550 0.841
22 H -1.635 -0.187 2.472
23 H -3.306 -0.496 3.113
24 H -2.280 -1.008 0.261
25 H -3.390 0.362 0.792
26 C -1.227 2.121 0.055
27 Cl -0.680 3.797 0.320
28 Cl -1.884 1.853 -1.490
29 Cl -2.336 1.708 1.306
30 H -0.386 1.430 0.101
31 C -2.434 -1.184 -2.301
32 Cl -2.957 0.085 -1.237
33 Cl -1.344 -0.566 -3.563
34 Cl -3.834 -2.051 -3.027
35 H -1.824 -1.889 -1.737
36 C 4.136 0.169 1.060
37 Cl 4.025 -0.440 -0.622
38 Cl 4.275 1.945 1.016
39 Cl 5.482 -0.588 1.879
40 H 3.213 -0.194 1.513
41 C 0.855 -2.412 -2.994
42 Cl 2.455 -3.147 -3.030
43 Cl -0.364 -3.336 -3.945
44 Cl 0.922 -0.758 -3.641
45 H 0.627 -2.336 -1.931



2.
ORCA calculation (the ωB97M-V functional and the def2-TZVPD basis) on a structure of composition C20H26N5O3S2V.

Properties
Expectation value of S²: 2.02
Multiplicity: 3
Energy above the lowest of the compared OMol25 structures with the same formula, charge and spin, eV: 0.000
Total energy, hartree: -3017.7780
HOMO (alpha / beta), eV: -7.39 / -7.39
LUMO level (alpha / beta), Eh: 0.0083 / 0.0084

Geometry (Å):
1 V 0.092 1.474 -0.072
2 S -1.273 1.311 1.773
3 C -0.561 -0.039 2.661
4 C -1.294 -0.674 3.660
5 C -0.761 -1.748 4.352
6 C 0.520 -2.197 4.054
7 C 1.260 -1.565 3.068
8 C 0.731 -0.486 2.363
9 S 1.687 0.297 1.101
10 H -2.293 -0.320 3.882
11 H -1.345 -2.233 5.125
12 H 0.944 -3.036 4.591
13 H 2.260 -1.905 2.829
14 N -1.171 3.490 -1.946
15 N -0.977 3.316 -0.532
16 H -2.006 4.036 -2.120
17 H -1.296 2.568 -2.351
18 H -1.849 3.363 -0.013
19 H -0.350 4.049 -0.201
20 C 4.763 2.261 -3.112
21 N 3.648 2.624 -2.270
22 C 3.576 3.806 -1.439
23 C 2.234 3.605 -0.748
24 O 1.711 4.392 0.010
25 N 1.720 2.390 -1.136
26 C 2.569 1.856 -2.031
27 N 2.386 0.696 -2.637
28 H 5.422 3.120 -3.203
29 H 4.425 1.995 -4.116
30 H 5.337 1.431 -2.691
31 H 3.575 4.728 -2.023
32 H 4.374 3.848 -0.695
33 H 1.529 0.140 -2.545
34 H 3.087 0.348 -3.265
35 C -3.554 -3.619 2.194
36 C -2.759 -2.886 1.150
37 C -3.338 -1.872 0.398
38 C -2.617 -1.167 -0.554
39 C -3.315 -0.072 -1.317
40 C -1.276 -1.509 -0.774
41 C -0.681 -2.561 -0.061
42 C 0.748 -2.982 -0.272
43 C -1.436 -3.218 0.902
44 C -0.443 -0.731 -1.739
45 O 0.300 -1.248 -2.558
46 O -0.513 0.592 -1.650
47 H -4.252 -2.949 2.697
48 H -2.898 -4.056 2.946
49 H -4.136 -4.427 1.744
50 H -4.377 -1.608 0.569
51 H -4.391 -0.246 -1.316
52 H -2.978 -0.007 -2.352
53 H -3.132 0.895 -0.844
54 H 1.426 -2.129 -0.211
55 H 0.881 -3.435 -1.254
56 H 1.036 -3.703 0.493
57 H -0.967 -4.001 1.488



3.
ORCA calculation (the ωB97M-V functional and the def2-TZVPD basis) on the ion NO4P with charge -2 at a distorted geometry.

Properties
Energy above the lowest of the compared OMol25 structures with the same formula, charge and spin, eV: 0.275
Total energy, hartree: -697.0454
HOMO (alpha / beta), eV: 1.07 / 1.13
LUMO level (alpha / beta), Eh: 0.2811 / 0.2810
Charge: -2
SMILES: O=NP(=O)([O-])[O-]

Geometry (Å):
1 N -0.382 -1.184 0.014
2 O -0.842 1.116 -0.598
3 O 1.593 0.569 -0.313
4 O -0.731 -1.751 -1.050
5 O 0.139 0.744 1.721
6 P 0.223 0.506 0.227